DFT (wB97M-V/def2-TZVPD) results for 3 unconnected molecules or ions with the total composition C4H6O2.

XYZ file:
```
12
C4H6O2 | OMol25 | wB97M-V/def2-TZVPD
O 0.38 -1.65 1.68
C 0.21 -0.91 0.72
C 0.90 0.43 0.45
C 0.16 0.90 -0.77
O -0.39 -0.16 -1.35
C -0.69 -1.07 -0.41
H 1.95 0.25 0.19
H 0.87 1.10 1.31
H -1.23 1.10 0.09
H 0.48 1.68 -1.45
H -1.21 -1.95 -0.75
H -1.59 0.38 0.37
```

Output
Total energy: -8336.1923 eV
Orbital gap (spin up / spin down): 8.57 / 8.57 eV
Multiplicity: 1
Energy above the lowest of the compared OMol25 structures with the same formula, charge and spin: 411.9 kJ/mol

---

DFT (wB97M-V/def2-TZVPD) results for a molecular structure, C30H27Br2IrN4OS2.

XYZ file:
```
67
C30H27Br2IrN4OS2 | OMol25 | wB97M-V/def2-TZVPD
Ir -0.64 -0.06 0.64
C 0.40 1.53 3.33
N 1.02 0.90 2.13
C 1.75 1.91 1.35
C 0.80 2.86 0.68
N -0.04 2.17 -0.32
C 0.71 1.98 -1.58
C -1.26 2.94 -0.51
C -1.33 3.98 -1.43
C -2.51 4.70 -1.58
C -3.61 4.39 -0.80
C -3.52 3.38 0.15
C -2.35 2.65 0.30
S -2.33 1.35 1.49
C 1.87 -0.19 2.57
C 3.24 -0.07 2.73
C 3.97 -1.13 3.26
C 3.33 -2.31 3.60
C 1.96 -2.44 3.40
C 1.23 -1.37 2.89
S -0.49 -1.50 2.66
H 1.13 2.18 3.82
H 0.08 0.76 4.02
H -0.47 2.11 3.05
H 2.36 1.41 0.61
H 2.40 2.51 2.00
H 1.38 3.66 0.21
H 0.14 3.32 1.42
H 1.29 2.86 -1.84
H 0.01 1.77 -2.38
H 1.39 1.13 -1.48
H -0.47 4.24 -2.03
H -2.55 5.50 -2.31
H -4.53 4.95 -0.91
H -4.37 3.14 0.77
H 3.76 0.85 2.49
H 5.03 -1.02 3.43
H 3.89 -3.14 4.02
H 1.44 -3.36 3.64
Br -3.47 -4.32 0.01
C -1.63 -4.15 -0.36
C -0.90 -5.23 -0.88
C 0.43 -5.10 -1.14
Br 1.38 -6.59 -1.81
C 1.09 -3.88 -0.90
C 2.46 -3.64 -1.14
C 2.98 -2.40 -0.89
C 2.14 -1.39 -0.41
N 0.86 -1.58 -0.18
C 0.33 -2.80 -0.41
C -1.04 -2.92 -0.11
O -1.70 -1.92 0.40
H -1.40 -6.17 -1.06
H 3.09 -4.44 -1.51
H 4.03 -2.18 -1.07
H 2.53 -0.40 -0.22
C -2.77 0.22 -3.97
C -3.48 0.54 -2.82
C -2.90 0.33 -1.59
N -1.65 -0.14 -1.46
C -0.97 -0.47 -2.56
C -1.49 -0.31 -3.83
H -3.20 0.37 -4.95
H -4.48 0.95 -2.88
H -3.44 0.53 -0.67
H 0.02 -0.87 -2.42
H -0.90 -0.59 -4.69
```

Output
Total energy: -204145.0185 eV
Expectation value of S²: 0.76
Orbital gap (spin up / spin down): 6.04 / 6.15 eV
Multiplicity: 2
Energy above the lowest of the compared OMol25 structures with the same formula, charge and spin: 164.9 kJ/mol
Total charge: +1

---

DFT (wB97M-V/def2-TZVPD) results for a molecular structure, C9H20AlF4N3O2.

XYZ file:
```
39
C9H20AlF4N3O2 | OMol25 | wB97M-V/def2-TZVPD
C -2.16 -0.28 1.31
C -1.11 -1.35 1.11
O -0.43 -1.31 -0.16
C -1.26 -1.01 -1.26
C -0.44 -1.29 -2.50
O 0.09 -0.06 -2.99
C 1.48 0.01 -2.93
C 1.87 0.55 -1.57
C 3.33 0.90 -1.45
C 3.48 1.59 -0.07
N 2.22 1.69 0.71
C 1.19 2.14 -0.03
N 0.20 2.86 0.53
N 1.12 1.82 -1.34
H -3.10 -0.57 0.87
H -2.33 -0.19 2.38
H -1.83 0.70 0.97
H -0.34 -1.18 1.86
H -1.51 -2.34 1.32
H -1.53 0.04 -1.31
H -2.17 -1.61 -1.30
H -1.00 -1.81 -3.27
H 0.36 -1.97 -2.20
H 1.99 -0.92 -3.16
H 1.79 0.73 -3.70
H 1.63 -0.16 -0.79
H 4.00 0.07 -1.61
H 3.58 1.65 -2.20
H 3.81 2.61 -0.24
H 4.25 1.14 0.54
H 1.95 0.77 1.08
H 0.29 3.83 0.79
H -0.70 2.41 0.66
H 1.57 2.53 -1.91
F -4.33 -0.84 3.73
Al -4.07 -2.40 4.38
F -5.55 -3.22 4.53
F -3.32 -2.26 5.90
F -3.03 -3.25 3.31
```

Output
Total energy: -35694.1905 eV
Orbital gap: 7.12 eV
Multiplicity: 1

---

DFT (wB97M-V/def2-TZVPD) results for a gas-phase ion, C7H12F4N (charge +1).

XYZ file:
```
24
C7H12F4N | OMol25 | wB97M-V/def2-TZVPD
C 1.23 -1.24 -0.34
C 1.71 1.00 0.98
C -0.06 -0.78 -0.94
C 2.31 -0.18 0.12
C -0.33 1.31 0.19
C -2.21 0.33 -0.89
C -1.30 -0.66 1.15
N -1.00 0.01 -0.11
F 2.89 0.42 -0.95
F 3.22 -0.88 0.76
F -0.17 2.05 -0.92
F -1.00 2.02 1.08
H 1.05 -1.78 0.54
H 1.69 -1.87 -1.13
H 1.63 0.97 2.00
H 2.14 2.00 0.58
H 0.20 -0.16 -1.76
H -0.55 -1.62 -1.18
H -2.00 1.07 -1.70
H -2.45 -0.43 -1.57
H -2.89 0.75 -0.16
H -2.14 -1.35 1.00
H -0.39 -1.12 1.45
H -1.57 0.15 1.82
```

Output
Total energy: -19803.9252 eV
Orbital gap: 11.27 eV
Multiplicity: 1
Energy above the lowest of the compared OMol25 structures with the same formula, charge and spin: 0.0 kJ/mol
Total charge: +1

---

DFT (wB97M-V/def2-TZVPD) results for a molecular structure, C4H8N2O3.

XYZ file:
```
17
C4H8N2O3 | OMol25 | wB97M-V/def2-TZVPD
C -2.41 0.11 1.77
C -1.22 0.21 0.85
N -0.69 -1.02 0.60
O 0.55 -1.19 0.40
O -0.94 1.26 0.26
H -2.32 -0.73 2.46
H -2.50 1.03 2.36
H -3.33 0.00 1.19
C 0.83 -0.90 -1.82
C 2.06 0.01 -0.55
N 1.68 1.28 -0.44
O 3.08 -0.57 -0.38
H 2.36 1.93 -0.06
H 0.67 1.47 -0.37
H 0.82 -1.98 -1.81
H -0.13 -0.38 -1.85
H 1.50 -0.53 -2.59
```

Output
Total energy: -13395.4119 eV
Orbital gap (spin up / spin down): 7.11 / 7.12 eV
Multiplicity: 1
Energy above the lowest of the compared OMol25 structures with the same formula, charge and spin: 605.6 kJ/mol

---

DFT (wB97M-V/def2-TZVPD) results for 16 unconnected molecules or ions with the total composition C4H42N2O15.

XYZ file:
```
63
C4H42N2O15 | OMol25 | wB97M-V/def2-TZVPD
C 2.82 0.31 0.23
C 1.31 0.36 -0.03
C 0.50 0.07 1.27
C 0.50 1.27 2.17
N -0.21 2.57 1.62
N 0.73 -0.50 -1.13
H 2.93 -0.75 0.34
H 3.15 0.52 -0.81
H 3.24 0.98 1.07
H 1.01 1.54 -0.39
H 0.90 -0.75 1.88
H -0.45 -0.39 1.06
H 0.01 1.12 3.16
H 1.55 1.47 2.39
H -1.16 2.37 1.68
H 0.14 2.73 0.69
H 1.10 -1.31 -1.53
H -0.14 -0.91 -0.81
H -0.10 0.51 -2.70
H -0.52 1.80 -3.14
O -0.53 0.89 -3.39
H -2.48 -2.85 2.87
H -2.75 -1.68 3.69
O -2.04 -2.01 3.12
H -0.87 -1.79 -3.48
H -0.79 -3.00 -2.94
O -0.79 -2.66 -3.91
H -3.75 3.72 1.57
H -4.25 2.64 0.45
O -3.66 2.98 1.07
H 1.56 -3.35 -0.84
H 2.71 -2.99 0.26
O 2.62 -3.12 -0.72
H -3.34 2.07 -2.83
H -3.37 3.37 -2.19
O -3.87 2.69 -2.47
H -3.60 0.84 2.86
H -2.84 -0.41 2.65
O -3.36 0.20 2.20
H -2.70 -0.81 -1.57
H -2.41 -0.59 -0.13
O -2.68 -1.29 -0.84
H -2.76 1.79 -0.72
H -2.33 1.39 0.66
O -2.11 1.23 -0.23
H 4.97 -1.35 0.40
H 4.79 -2.32 -0.74
O 5.37 -1.54 -0.53
H 3.51 -1.81 2.43
H 4.62 -0.95 2.08
O 4.22 -1.71 1.90
H 1.32 2.59 -1.78
H 1.58 2.71 -3.25
O 0.89 2.96 -2.66
H 2.00 -3.20 3.13
H 1.80 -1.61 3.11
O 1.76 -2.45 2.53
H 3.75 1.66 -3.26
H 3.36 0.30 -3.74
O 3.10 0.90 -3.06
H -4.25 -1.66 1.14
H -4.77 -1.05 -0.25
O -4.92 -1.75 0.42
```

Output
Total energy: -38516.9731 eV
Orbital gap: 8.72 eV
Multiplicity: 1
Energy above the lowest of the compared OMol25 structures with the same formula, charge and spin: 879.8 kJ/mol

---

DFT (wB97M-V/def2-TZVPD) results for 4 unconnected molecules or ions with the total composition C16H39NO12S3.

XYZ file:
```
71
C16H39NO12S3 | OMol25 | wB97M-V/def2-TZVPD
C 1.31 -1.63 2.12
O 0.39 -0.65 2.53
C 0.95 0.51 3.13
C 0.36 1.78 2.52
C -1.03 2.15 3.02
C -2.08 1.05 2.79
N -3.43 1.67 2.74
C -3.87 1.81 1.34
C -4.43 0.99 3.45
O -5.51 1.47 3.68
O -4.11 -0.27 3.87
H 1.38 -2.44 2.86
H 0.95 -2.07 1.19
H 2.30 -1.21 1.94
H 0.72 0.49 4.20
H 2.03 0.55 3.02
H 1.04 2.59 2.82
H 0.40 1.73 1.43
H -1.37 3.04 2.50
H -0.99 2.40 4.09
H -1.86 0.56 1.84
H -2.03 0.31 3.58
H -4.01 0.82 0.90
H -4.82 2.33 1.30
H -3.10 2.32 0.78
H -4.83 -0.86 3.63
O 4.18 1.23 3.77
S 4.83 0.58 4.87
O 4.12 0.34 6.08
O 6.19 1.34 5.17
C 6.11 2.76 5.44
C 5.55 3.08 6.81
C 5.54 -0.93 4.31
H 5.54 3.24 4.64
H 7.15 3.10 5.35
H 4.51 2.79 6.89
H 5.62 4.16 6.98
H 6.11 2.56 7.58
H 6.09 -0.75 3.40
H 4.71 -1.61 4.13
H 6.18 -1.33 5.10
O -2.77 2.54 -1.92
S -3.51 2.73 -3.14
O -4.82 2.18 -3.25
O -2.61 2.25 -4.35
C -2.07 0.90 -4.30
C -3.11 -0.17 -4.56
C -3.55 4.43 -3.55
H -1.58 0.76 -3.34
H -1.31 0.89 -5.07
H -3.86 -0.20 -3.78
H -2.62 -1.14 -4.61
H -3.62 0.01 -5.50
H -2.55 4.84 -3.48
H -4.22 4.91 -2.83
H -3.96 4.54 -4.56
O -0.47 -2.65 -5.53
S -0.74 -3.80 -6.35
O -1.90 -4.58 -6.10
O 0.55 -4.72 -6.37
C 1.09 -5.15 -5.09
C 0.25 -6.22 -4.42
C -0.71 -3.33 -8.04
H 1.21 -4.27 -4.45
H 2.08 -5.53 -5.34
H -0.73 -5.85 -4.14
H 0.76 -6.57 -3.53
H 0.10 -7.07 -5.10
H 0.19 -2.75 -8.23
H -1.60 -2.73 -8.21
H -0.73 -4.23 -8.65
```

Output
Total energy: -75788.4289 eV
Orbital gap: 9.38 eV
Multiplicity: 1

---

DFT (wB97M-V/def2-TZVPD) results for a single C14H14N2O2 molecule.

XYZ file:
```
32
C14H14N2O2 | OMol25 | wB97M-V/def2-TZVPD
C -4.87 -0.71 1.10
H -5.92 -1.01 1.12
H -4.25 -1.58 1.33
H -4.72 0.05 1.86
C -4.54 -0.14 -0.28
O -5.39 0.92 -0.62
H -4.90 1.74 -0.44
C -3.10 0.39 -0.26
O -2.88 1.58 -0.22
N -2.14 -0.58 -0.27
N -0.84 -0.27 -0.21
C 0.02 -1.21 -0.24
C 1.46 -1.03 -0.18
C 2.22 -2.18 -0.21
C 3.61 -2.15 -0.17
C 4.26 -0.94 -0.09
C 3.53 0.26 -0.05
C 4.20 1.50 0.03
C 3.51 2.68 0.06
C 2.11 2.65 0.01
C 1.43 1.47 -0.07
C 2.11 0.24 -0.10
H 0.35 1.46 -0.10
H 1.56 3.59 0.04
H 4.03 3.62 0.12
H 5.29 1.50 0.07
H 5.34 -0.90 -0.05
H 4.17 -3.07 -0.19
H 1.73 -3.14 -0.28
H -0.31 -2.25 -0.31
H -2.42 -1.56 -0.34
H -4.65 -0.92 -1.05
```

Output
Total energy: -21820.0001 eV
Orbital gap: 7.98 eV
Multiplicity: 1
Energy above the lowest of the compared OMol25 structures with the same formula, charge and spin: 90.0 kJ/mol

---

DFT (wB97M-V/def2-TZVPD) results for a molecular structure, C4H8N2O2.

XYZ file:
```
16
C4H8N2O2 | OMol25 | wB97M-V/def2-TZVPD
C -0.49 -0.33 1.39
C -0.98 -1.28 0.28
C 0.07 1.78 -0.62
N 0.09 -1.40 -0.68
C 1.08 -0.48 -0.66
N 0.63 0.67 0.14
O 0.33 -0.74 2.21
O 2.08 -0.49 -1.32
H 0.27 -2.28 -1.14
H 1.41 0.99 0.72
H -1.19 0.50 1.62
H -1.89 -0.89 -0.21
H -1.20 -2.25 0.72
H -0.34 2.52 0.07
H -0.72 1.41 -1.27
H 0.83 2.26 -1.24
```

Output
Total energy: -11352.2239 eV
Orbital gap: 9.90 eV
Multiplicity: 1
Energy above the lowest of the compared OMol25 structures with the same formula, charge and spin: 182.2 kJ/mol

---

DFT (wB97M-V/def2-TZVPD) results for a gas-phase ion, C4H10NOS (charge -1).

XYZ file:
```
17
C4H10NOS | OMol25 | wB97M-V/def2-TZVPD
C 1.88 0.99 -0.01
O 3.00 0.66 0.67
C 0.63 0.16 0.42
C -0.41 0.12 -0.69
C -1.73 -0.56 -0.27
S -2.93 0.75 0.19
N 1.09 -1.17 0.83
H 1.59 2.06 0.07
H 1.97 0.80 -1.13
H 0.11 0.62 1.28
H -0.59 1.16 -1.01
H 0.00 -0.35 -1.60
H -1.52 -1.10 0.64
H -2.15 -1.18 -1.03
H -3.94 -0.06 0.54
H 0.89 -1.89 0.15
H 2.11 -1.01 0.96
```

Output
Total energy: -18682.6754 eV
Orbital gap: 5.57 eV
Multiplicity: 1
Energy above the lowest of the compared OMol25 structures with the same formula, charge and spin: 233.6 kJ/mol
Total charge: -1

---

DFT (wB97M-V/def2-TZVPD) results for 2 unconnected molecules or ions with the total composition C10H10N2O2.

XYZ file:
```
24
C10H10N2O2 | OMol25 | wB97M-V/def2-TZVPD
C -2.05 -1.21 -0.60
C -1.84 -1.36 0.84
C -1.77 -0.18 1.66
C -2.06 1.30 -0.32
C 2.18 1.40 -0.57
C 0.93 0.79 -0.50
C 0.66 -0.58 -0.40
C 1.74 -1.33 -0.12
C 2.97 -0.73 0.18
C 3.23 0.52 -0.07
H -2.11 0.29 -2.09
H -1.83 -2.32 1.32
H -1.75 -0.28 2.77
H -1.80 1.94 1.51
H 2.26 2.52 -0.80
H 0.10 1.62 -0.73
H -0.40 -1.00 -0.31
H 1.62 -2.39 -0.08
H 3.82 -1.46 0.37
H 4.23 0.86 0.12
N -2.11 0.13 -1.06
N -1.94 1.04 1.09
O -2.09 -2.03 -1.48
O -1.99 2.45 -0.72
```

Output
Total energy: -17605.7824 eV
Orbital gap: 9.13 eV
Multiplicity: 1
Energy above the lowest of the compared OMol25 structures with the same formula, charge and spin: 266.2 kJ/mol

---

DFT (wB97M-V/def2-TZVPD) results for a molecular structure, C33H42BrCoN5O4S3.

XYZ file:
```
89
C33H42BrCoN5O4S3 | OMol25 | wB97M-V/def2-TZVPD
Co 2.23 -0.94 1.82
Br 3.77 1.70 3.41
C 3.28 0.17 4.37
C 3.32 0.14 5.75
C 3.04 -1.07 6.39
C 2.80 -2.20 5.63
C 2.77 -2.07 4.26
N 2.96 -0.90 3.65
C 2.56 -3.19 3.28
O 2.90 -4.31 3.54
O 2.09 -2.78 2.14
H 3.57 1.03 6.30
H 3.05 -1.11 7.47
H 2.63 -3.18 6.07
S 4.40 -1.17 1.04
C 4.19 -2.78 0.44
N 4.63 -3.86 1.04
C 4.13 -5.13 0.50
C 3.85 -4.85 -0.97
S 3.38 -3.09 -1.04
H 4.99 -3.81 1.98
H 3.22 -5.38 1.05
H 4.87 -5.91 0.64
H 3.05 -5.46 -1.36
H 4.75 -4.98 -1.58
C -2.54 0.27 -7.43
C -2.84 0.13 -5.96
C -4.07 0.55 -5.48
C -4.38 0.38 -4.14
C -3.47 -0.20 -3.28
C -2.23 -0.61 -3.75
N -1.24 -1.13 -2.88
C -1.42 -1.77 -1.68
C -2.60 -2.49 -1.42
C -2.78 -3.17 -0.23
C -1.80 -3.18 0.75
C -0.64 -2.48 0.51
C -0.42 -1.77 -0.68
C 0.83 -1.03 -0.87
O 1.22 -0.66 -1.97
O 1.55 -0.62 0.19
C -1.91 -0.46 -5.10
C -0.58 -0.93 -5.63
H -3.33 0.82 -7.93
H -2.45 -0.71 -7.91
H -1.60 0.80 -7.60
H -4.78 1.01 -6.15
H -5.34 0.72 -3.76
H -3.70 -0.29 -2.22
H -0.29 -0.85 -3.04
H -3.35 -2.54 -2.19
H -3.70 -3.72 -0.08
H -1.93 -3.72 1.67
H 0.14 -2.51 1.26
H -0.13 -1.68 -4.98
H 0.13 -0.10 -5.73
H -0.69 -1.37 -6.62
C -2.34 2.20 -0.75
C -1.19 1.47 -1.44
C 0.07 2.32 -1.60
C 0.58 2.93 -0.30
N 0.76 1.87 0.69
C 0.54 1.83 1.98
S 0.46 0.28 2.80
N 0.33 2.87 2.78
C 0.38 4.30 2.54
C -0.97 4.98 2.36
C -1.90 4.91 3.57
C -2.69 3.61 3.70
H -3.25 1.60 -0.77
H -2.56 3.15 -1.25
H -2.12 2.41 0.30
H -1.51 1.14 -2.43
H -0.96 0.56 -0.87
H -0.15 3.16 -2.27
H 0.86 1.73 -2.07
H -0.14 3.65 0.07
H 1.53 3.44 -0.47
H 1.03 0.96 0.30
H 0.11 2.59 3.73
H 1.03 4.49 1.69
H 0.88 4.73 3.42
H -1.49 4.56 1.49
H -0.76 6.02 2.12
H -2.61 5.73 3.49
H -1.32 5.10 4.48
H -3.29 3.44 2.81
H -3.37 3.66 4.55
H -2.06 2.73 3.84
```

Output
Total energy: -190715.5197 eV
Orbital gap (spin up / spin down): 5.18 / 5.02 eV
Multiplicity: 1
Energy above the lowest of the compared OMol25 structures with the same formula, charge and spin: 117.6 kJ/mol
Total charge: +1

---

- The highest total energy belongs to which entry?
  C4H6O2

---

- total energy of number 7 (C16H39NO12S3)?
  -75788.4289 eV

---

- Which value of multiplicity does entry 10 give?
  1